--- w ---
20
Properties=species:S:1:pos:R:3 method="wB97M-V/def2-TZVPD" charge=0 gap_ha=0.3091 homo_energy_ev=-8.0
C -0.2293 2.4387 -0.0608
N 0.9746 1.5550 -0.3021
C 1.1622 0.2000 -0.0547
S 2.9147 -0.1154 0.0572
C -0.0033 -0.6141 -0.0471
C -0.6059 -0.7980 1.3384
C 0.5753 -2.0957 -0.5505
N -1.1513 -0.4567 -0.8511
H -0.9030 2.5279 -0.9087
H -0.0155 3.3772 0.4154
H -0.7689 1.9580 0.7883
H 1.7324 2.1423 -0.2635
H -1.4628 -1.5723 1.2863
H -0.9986 0.2587 1.7326
H 0.0083 -1.4000 1.9702
H 1.0275 -1.9564 -1.6189
H -0.3357 -2.7834 -0.9222
H 1.0821 -2.7355 0.2025
H -1.0051 -0.0128 -1.7746
H -1.9976 0.0826 -0.4367

--- x ---
20
Properties=species:S:1:pos:R:3 method="wB97M-V/def2-TZVPD" charge=0 gap_ha=0.3340 homo_energy_ev=-8.3
C 1.7070 0.3261 -0.0918
C 0.8148 -0.8298 0.1830
S 1.5229 -2.3461 -0.5582
C 0.2639 -0.9611 1.6431
N -1.0889 -0.5575 1.2439
C -0.7634 -0.5191 -0.2053
C -1.3630 0.6094 -0.9038
N -1.1064 1.9174 -0.2996
H 1.7247 0.6149 -1.1852
H 2.6648 0.1225 0.3132
H 1.4632 1.2375 0.5194
H 1.3762 -1.9729 -1.9056
H 0.1435 -2.0708 1.9122
H 0.7750 -0.4458 2.4721
H -1.5414 0.4291 1.6609
H -1.2012 -1.4165 -0.6044
H -1.1990 0.6090 -2.0088
H -2.4122 0.3902 -0.7874
H -1.6508 2.6982 -0.7539
H -0.1294 2.1654 -0.6438

--- y ---
20
Properties=species:S:1:pos:R:3 method="wB97M-V/def2-TZVPD" charge=0 gap_ha=0.3382 homo_energy_ev=-8.6
C -1.4993 1.3713 0.8039
C -0.7871 1.0213 -0.4173
C 0.5205 -0.9205 -0.1001
C 0.3960 -2.0890 0.9157
C 2.3370 0.4428 -1.0774
H -2.5000 1.0933 0.9906
H -0.8299 1.1285 1.6627
H -1.4956 2.3703 0.9996
H 0.1700 1.6569 -0.0655
H -1.1006 1.5072 -1.3074
H -2.9691 -0.9464 -0.1859
H -0.1973 -2.8609 0.4100
H -0.1684 -1.6002 1.6785
H 1.4269 -2.1763 1.4763
H 3.2301 1.2847 -0.3249
H 2.8567 -0.3713 -2.0731
H 1.3719 1.0944 -1.5651
N -0.6321 -0.3313 -0.5707
N 1.7770 -0.5812 -0.1555
S -1.9066 -1.0933 -1.0946

Relative energy of each structure, in hartree: w 0.0194; x 0.0000; y 0.1375.

--- w ---
16
Properties=species:S:1:pos:R:3 method="wB97M-V/def2-TZVPD" s_squared=2.08 charge=0 gap_ha="0.2601 / 0.2198" multiplicity=3 homo_energy_ev="-6.9 / -8.8"
C 0.2410 -0.5742 -0.2301
C -0.5428 0.2194 0.7092
C -0.8905 -1.1557 0.4248
C 1.1473 -0.3267 -1.1413
C -0.8102 1.4148 1.2063
C 1.3438 -1.9774 -2.7896
C -1.8589 1.7642 2.1045
O -1.6567 -2.1402 0.5080
H 1.5198 0.6017 -1.2178
H -0.0644 2.1949 1.1585
H 2.0640 -2.6315 -2.2375
H 1.8373 -1.5503 -3.6924
H 0.2623 -2.0775 -2.6375
H -1.6228 1.6128 3.1911
H -2.8112 1.2591 1.8959
H -2.1212 2.8518 2.0234

--- x ---
16
Properties=species:S:1:pos:R:3 method="wB97M-V/def2-TZVPD" s_squared=2.01 charge=0 gap_ha="0.2141 / 0.2524" multiplicity=3 homo_energy_ev="-5.1 / -8.6"
C -1.9741 -0.7128 0.7762
C -0.8492 0.1477 -1.7033
C -0.8569 1.3398 -0.8015
C -1.2839 -0.0262 -0.2911
C 0.2702 0.4791 -0.8372
C 1.5325 -0.2820 1.0772
C 1.5759 0.0469 -0.3967
O -1.9453 -1.9434 0.8198
H -2.7332 -0.1937 1.3739
H -1.1964 -0.1724 -2.7678
H -1.0950 2.3157 -0.5382
H 1.0142 0.4677 1.6968
H 2.3949 -0.4343 1.6657
H 0.9621 -1.2165 1.2651
H 2.0167 -0.7805 -0.8176
H 2.1676 0.9649 -0.5213

Relative energy of each structure, in hartree: w 0.0093; x 0.0000.

--- w ---
6
Properties=species:S:1:pos:R:3 method="wB97M-V/def2-TZVPD" charge=0 gap_ha=0.2551 homo_energy_ev=-7.7
C -0.5316 -0.9967 -0.0790
C 0.3932 0.9775 0.0982
S 0.2381 -2.2326 0.3602
S 1.9127 1.2084 -0.3464
H -1.5935 -0.6024 -0.3138
H -0.4188 1.6460 0.2808

--- x ---
6
Properties=species:S:1:pos:R:3 method="wB97M-V/def2-TZVPD" charge=0 gap_ha=0.3046 homo_energy_ev=-8.6
S -2.2285 -0.9451 -0.0677
C -0.9634 0.0083 0.0845
C 0.7275 0.0387 -0.0428
S -0.2372 1.5656 -0.0056
H 1.3906 -0.2613 0.9110
H 1.3110 -0.4061 -0.8794

Relative energy of each structure, in hartree: w 0.0686; x 0.0000.